ORCA calculation (ωB97M-V with the def2-TZVPD basis set) on a structure of composition C19H14AuN3O3Se.

Values from the calculation:
Frontier orbital gap in eV: 6.240
LUMO level in eV: -2.2185

Cartesian coordinates (Å):
1 Au -1.52438 -1.56861 1.17534
2 O 0.10481 -0.20535 -0.25820
3 C 1.25592 0.17163 0.49238
4 C 1.23936 -0.61002 1.86890
5 O 2.27754 -0.59530 2.50069
6 O 0.13592 -1.14091 2.26098
7 C 1.19369 1.63286 0.89386
8 C -0.01026 2.32813 0.85370
9 C -0.07481 3.65041 1.27317
10 C 1.06222 4.28693 1.74215
11 C 2.26572 3.59484 1.79064
12 C 2.33373 2.27766 1.37011
13 C 2.47388 -0.19474 -0.34093
14 C 2.92817 0.68776 -1.31629
15 C 3.93338 0.31333 -2.19613
16 C 4.49747 -0.95028 -2.10654
17 C 4.05397 -1.83276 -1.13247
18 C 3.04626 -1.45892 -0.25629
19 H -0.02554 0.41972 -0.97938
20 H -0.90890 1.82840 0.51209
21 H -1.01747 4.18242 1.23804
22 H 1.01328 5.31484 2.07877
23 H 3.15713 4.08441 2.16194
24 H 3.26668 1.73356 1.42454
25 H 2.49986 1.68174 -1.38479
26 H 4.27736 1.00952 -2.95098
27 H 5.28218 -1.24578 -2.79169
28 H 4.49529 -2.81808 -1.05022
29 H 2.70851 -2.14869 0.50610
30 Se -4.09590 0.63396 -2.32027
31 N -5.38647 -0.54773 -2.24785
32 C -5.04273 -1.43058 -1.32675
33 C -5.80384 -2.55815 -0.94099
34 C -5.26792 -3.36774 0.01446
35 C -4.01619 -3.07370 0.59935
36 N -3.27808 -2.02922 0.29169
37 C -3.76581 -1.19402 -0.67940
38 N -3.10973 -0.12710 -1.08798
39 H -6.76855 -2.75210 -1.38884
40 H -5.79144 -4.25177 0.34924
41 H -3.61429 -3.73057 1.35787

Atoms 1-2, force components in eV/Å:
Au 0.23 0.07 0.46
O 0.04 0.07 -0.09